Entry 1:
ORCA calculation (the ωB97M-V functional and the def2-TZVPD basis) on an isolated molecule of C3H7NO2 at a distorted geometry.

Structure (XYZ):
```
13
Properties=species:S:1:pos:R:3:forces:R:3
C -2.091415 0.238137 -0.441129 -3.96 2.73 0.21
C -1.255386 -0.856365 0.051236 4.27 -0.63 -0.66
C 1.636611 0.340321 -0.198254 2.32 5.00 -0.35
H -3.025967 0.110912 -1.212804 2.36 -0.18 2.13
H -2.466658 0.726443 0.626411 0.41 -0.67 -3.07
H -1.336704 0.983536 -0.941506 -1.96 -1.44 0.87
H -0.646905 -1.309869 -0.846389 -1.27 0.14 1.75
H -1.299862 -1.545547 0.933801 -1.74 -0.08 -1.43
H 0.403737 1.704104 0.964092 0.53 -2.20 -4.55
H 2.371344 1.319558 -0.300699 -0.98 -2.21 -0.09
N 0.350761 0.915824 -0.024015 1.22 1.45 5.66
O -0.257574 -0.059650 0.803826 -1.00 -0.94 -0.33
O 1.983427 -0.781908 -0.244567 -0.19 -0.97 -0.15
```
Forces are in eV/Å.

**Frontier orbital gap**: 10.489 eV
**Total energy**: -8804.4009 eV
**SMILES**: CCONC=O
**Lowest unoccupied orbital energy**: 0.544 eV
**HOMO energy**: -9.94 eV

***

Entry 2:
ORCA calculation (the ωB97M-V functional and the def2-TZVPD basis) on a structure of composition C33H29BrFN9O6Ru.

Structure (XYZ):
```
80
Properties=species:S:1:pos:R:3:forces:R:3
Ru -0.302110 0.949022 1.618679 -0.68 -0.04 -0.06
O 2.387000 4.359420 2.472478 0.00 0.15 -0.14
C 2.103657 4.862819 1.236586 -0.05 -0.09 0.12
C 3.054730 5.703416 0.677222 0.12 0.09 -0.04
C 2.864969 6.245731 -0.579587 0.02 0.02 0.01
C 1.716121 5.952071 -1.301398 0.04 0.03 -0.01
C 0.761175 5.126143 -0.738851 -0.04 -0.09 0.05
C 0.928045 4.574593 0.531886 -0.02 -0.02 -0.05
C -0.167323 3.754616 1.173770 0.21 -0.19 0.03
O 0.353643 2.712752 1.971599 -0.08 0.07 -0.02
N -1.056673 3.160022 0.133346 -0.20 0.00 0.14
N -1.739383 2.125243 0.706963 0.78 -0.38 -0.43
C -2.954192 1.815091 0.485310 0.06 0.04 0.18
C -3.543741 0.790999 1.338844 0.02 0.17 -0.09
Br -2.611976 0.589298 3.020196 0.38 0.16 -0.12
C -4.645309 0.075293 1.156304 -0.25 -0.36 0.23
C -5.553519 0.053044 0.005868 -0.10 0.01 -0.13
C -6.136272 -1.171938 -0.321886 0.05 -0.08 0.00
C -6.997129 -1.281790 -1.400768 -0.01 -0.02 -0.01
C -7.312111 -0.159204 -2.152177 0.01 0.02 0.01
C -6.772147 1.073419 -1.809552 -0.02 -0.01 -0.03
C -5.899576 1.179861 -0.739995 -0.01 0.09 0.05
H 1.741896 3.668449 2.678647 -0.07 -0.11 0.01
H 3.951430 5.906071 1.249359 -0.02 0.00 -0.03
H 3.624152 6.889743 -1.004100 -0.01 -0.02 0.01
H 1.567232 6.360429 -2.291875 0.00 -0.01 0.02
H -0.126472 4.900692 -1.317840 0.03 0.00 0.02
H -0.777093 4.382735 1.835676 -0.06 0.09 0.03
H -1.677944 3.850946 -0.274562 -0.06 0.03 -0.04
H -3.539368 2.323962 -0.270713 -0.06 0.12 0.12
H -4.899235 -0.627163 1.946422 0.00 0.02 -0.06
H -5.903070 -2.048161 0.272824 -0.01 0.02 -0.01
H -7.433387 -2.241068 -1.646334 0.01 0.02 0.00
H -7.993160 -0.238458 -2.988997 0.01 0.00 0.01
H -7.045221 1.958244 -2.369299 0.00 -0.01 0.01
H -5.544800 2.161314 -0.451533 -0.02 -0.03 -0.01
F 5.138317 3.981773 -0.721713 0.03 0.02 0.00
C 4.689248 2.770287 -1.028924 0.04 0.08 -0.08
C 4.247652 1.933407 -0.096595 -0.06 -0.28 0.10
N 3.828174 0.645027 -0.419094 0.02 0.10 -0.02
C 3.293390 -0.228671 0.596725 0.09 -0.03 0.03
C 1.935252 0.201657 1.051843 -0.30 0.18 0.04
O 1.125603 0.744251 0.216621 0.00 0.16 0.29
O 1.512454 0.042930 2.227901 0.15 -0.12 -0.16
C 3.799564 0.185067 -1.728625 -0.05 0.01 0.04
O 3.396197 -0.919290 -2.026454 0.03 0.06 0.01
N 4.270461 1.087623 -2.652868 0.00 0.05 0.03
C 4.717204 2.397565 -2.443489 0.00 -0.08 -0.08
O 5.075690 3.099842 -3.351196 0.00 0.00 0.00
H 4.218534 2.214774 0.948318 -0.02 -0.01 0.01
H 3.954686 -0.318647 1.457430 0.03 0.07 0.01
H 3.175189 -1.210519 0.132671 0.04 -0.07 0.03
H 4.264592 0.767784 -3.611215 0.00 0.00 -0.03
C -0.426224 -2.357756 3.007976 -0.04 -0.04 -0.04
C -0.793366 -2.146012 1.581259 0.09 0.07 -0.08
N -0.850617 -0.980638 0.951480 -0.04 0.16 0.02
C -1.229460 -1.231141 -0.355929 0.03 0.13 0.11
C -1.407431 -2.558914 -0.510826 0.03 -0.16 0.01
N -1.130207 -3.125013 0.718762 -0.11 -0.11 0.02
C -1.115705 -4.564778 0.974322 0.05 0.09 -0.11
N -0.268598 -5.221910 0.035760 -0.16 -0.15 0.08
N -0.820899 -5.981957 -0.957859 0.27 0.06 -0.04
N 0.105928 -6.402852 -1.722058 -0.03 0.13 0.17
C 1.318109 -5.913901 -1.258057 -0.04 -0.09 -0.13
C 2.612086 -6.078828 -1.755998 0.07 -0.01 -0.03
C 3.629532 -5.443010 -1.082168 -0.01 -0.03 -0.04
C 3.378007 -4.660574 0.062978 -0.05 0.01 0.02
C 2.106488 -4.491379 0.566618 0.04 0.00 0.01
C 1.082983 -5.144693 -0.124807 -0.03 0.04 -0.01
H -0.108042 -1.415988 3.441354 0.03 0.04 0.02
H 0.400966 -3.062229 3.106877 -0.01 0.01 -0.01
H -1.270963 -2.742552 3.581676 0.00 0.00 -0.01
H -1.305506 -0.442704 -1.084681 -0.01 0.01 0.02
H -1.663952 -3.158853 -1.367673 -0.01 0.01 0.03
H -2.111959 -4.981383 0.851087 -0.04 -0.01 0.00
H -0.775149 -4.728997 1.993804 0.01 0.02 0.04
H 2.793230 -6.680245 -2.636767 0.00 0.02 0.03
H 4.647982 -5.539891 -1.432838 -0.02 0.00 0.00
H 4.212928 -4.183890 0.561033 -0.01 -0.01 -0.01
H 1.924777 -3.892408 1.450803 0.00 -0.02 -0.02
```
Forces are in eV/Å.

**Frontier orbital gap (spin up / spin down)**: 6.843 / 6.365 eV
**Total energy**: -135723.6066 eV
**Lowest unoccupied orbital energy (spin up / spin down)**: -3.767 / -4.243 eV
**2S+1**: 2
**HOMO energy (spin up / spin down)**: -10.61 / -10.61 eV
**Net charge**: +1

***

Entry 3:
ORCA calculation (the ωB97M-V functional and the def2-TZVPD basis) on an isolated molecule of C22H27N3O6S.

Structure (XYZ):
```
59
Properties=species:S:1:pos:R:3:forces:R:3
C -3.578322 8.048272 -3.701897 0.03 -0.07 0.07
C -3.172251 7.246692 -2.512965 -0.14 0.68 0.46
C -3.129233 7.679142 -1.221736 0.11 -0.33 -0.06
S -2.604545 6.429149 -0.152086 -0.13 0.08 -0.67
C -2.475434 5.395210 -1.539562 -0.02 0.34 0.81
N -2.798531 5.951184 -2.674106 0.10 -0.53 -0.42
C -2.057748 4.035099 -1.460489 0.17 -0.59 -0.53
C -1.978489 3.205328 -2.528202 -0.09 0.54 0.42
O -2.253054 3.502138 -3.791700 0.10 -0.36 0.15
H -2.528213 4.451545 -3.805621 0.00 0.04 0.10
C -1.555607 1.841489 -2.079136 0.02 -0.16 -0.36
N -1.330949 2.032469 -0.659964 -0.05 0.10 -0.17
C -1.690656 3.312753 -0.248635 -0.09 -0.25 -0.32
N -1.772721 3.832518 0.900073 -0.01 0.41 0.62
H -1.548013 3.229262 1.682763 0.04 -0.16 -0.16
C -0.797871 1.028154 0.146444 0.17 -0.31 0.37
C 0.073493 1.328839 1.189090 -0.07 0.08 -0.14
C 0.582662 0.320104 1.985323 -0.03 -0.23 0.08
C 0.269611 -1.015212 1.766760 -0.07 -0.16 -0.03
C -0.590735 -1.331267 0.697728 0.07 0.05 0.04
C -1.110282 -0.308830 -0.083844 0.06 0.07 0.10
H -1.762017 -0.596307 -0.892597 -0.11 -0.05 -0.08
O -0.900873 -2.596138 0.284573 0.41 0.28 -0.07
C -1.296240 -3.584501 1.226405 -0.28 -0.60 0.19
C -1.095484 -4.960768 0.580683 -0.17 0.38 0.16
H -1.289170 -4.861603 -0.498248 -0.04 -0.05 0.08
H -1.801935 -5.673253 1.011998 -0.04 0.11 -0.06
O 0.169518 -5.525119 0.805286 0.27 -0.13 0.03
C 1.246716 -4.801518 0.236817 0.30 0.03 -0.15
H 1.014815 -4.525174 -0.801375 0.03 -0.01 0.05
C 2.469407 -5.724449 0.259031 -0.43 -0.15 0.06
O 3.576382 -5.214806 -0.455311 -0.21 0.15 -0.10
C 4.564191 -4.553457 0.289477 0.09 0.47 0.09
C 4.245177 -3.100089 0.660148 0.22 -0.32 -0.19
O 3.428104 -3.079951 1.807332 -0.14 -0.16 0.12
C 3.155723 -1.789489 2.296362 -0.25 0.08 0.19
C 1.956056 -1.889823 3.240589 0.67 0.12 -0.10
H 1.923674 -1.028845 3.917364 -0.02 -0.09 -0.03
O 0.746006 -2.049841 2.538942 -0.42 0.07 -0.40
H 2.052755 -2.804250 3.830054 0.04 0.16 0.03
H 4.030239 -1.391161 2.834387 -0.09 -0.01 -0.05
H 2.916214 -1.105003 1.468383 0.06 -0.04 0.11
H 5.187896 -2.569080 0.864546 -0.05 -0.04 -0.05
H 3.739570 -2.604911 -0.181986 0.06 -0.02 0.05
H 4.784272 -5.101176 1.215881 0.05 0.02 -0.07
H 5.450133 -4.558297 -0.351901 -0.01 0.03 0.14
H 2.739198 -5.938490 1.298655 0.03 -0.03 -0.02
H 2.194412 -6.663702 -0.232248 -0.01 0.07 0.13
H 1.446755 -3.892095 0.811615 -0.04 -0.05 -0.12
H -2.360620 -3.437586 1.458693 0.11 -0.01 -0.03
H -0.717171 -3.523100 2.148754 -0.10 -0.03 -0.12
H 1.259361 0.591449 2.780065 0.06 -0.01 0.08
H 0.382933 2.346654 1.364893 0.02 0.09 0.00
H -0.646313 1.497899 -2.584768 -0.06 0.03 -0.01
H -2.351175 1.113430 -2.279934 0.03 0.05 -0.03
H -3.375332 8.650991 -0.845876 -0.07 0.25 0.03
H -4.421009 7.572812 -4.201028 -0.06 0.03 -0.07
H -2.755252 8.103641 -4.412533 0.02 0.05 -0.08
H -3.860029 9.053072 -3.401359 -0.03 0.09 -0.06
```
Forces are in eV/Å.

**Frontier orbital gap**: 8.562 eV
**Total energy**: -50841.0814 eV
**SMILES**: [H]/N=C1/C(c2nc(C)cs2)=C(O)CN1c1ccc2c(c1)OCCOCCOCCOCCO2
**Lowest unoccupied orbital energy**: 0.651 eV
**HOMO energy**: -7.91 eV

***

Entry 4:
ORCA calculation (the ωB97M-V functional and the def2-TZVPD basis) on a cluster of 2 separate species, C2O5S2 in total at a distorted geometry.

Structure (XYZ):
```
9
Properties=species:S:1:pos:R:3:forces:R:3
C -2.024497 0.577439 0.794531 2.48 2.32 1.43
C -0.066245 0.279118 -0.377843 -0.79 0.29 -0.40
O -2.824235 0.039987 0.148697 -1.32 -1.33 -0.88
O 2.601769 -0.230584 -1.103020 -0.78 0.12 -0.34
O -1.700655 1.358286 1.651282 -0.49 -0.95 -0.45
O 2.007915 -0.350289 1.243959 -0.95 0.29 -1.73
O 0.966046 -1.909141 -0.300437 -0.06 -0.71 -0.59
S -0.475540 0.797928 -1.885682 0.42 0.11 0.00
S 1.515442 -0.562740 -0.171487 1.51 -0.14 2.95
```
Forces are in eV/Å.

**Frontier orbital gap**: 5.295 eV
**Total energy**: -33980.4118 eV
**Lowest unoccupied orbital energy**: 5.931 eV
**HOMO energy**: 0.64 eV
**Net charge**: -2